# 1
Molecular formula: C33H46I2N9O3PTl
Method: DFT, ωB97M-V/def2-TZVPD

```
95
Properties=species:S:1:pos:R:3:forces:R:3:mulliken_charge:R:1
Tl -0.297490 0.701744 -2.437915 -0.3159 -0.1296 -0.2672 1.096
O 1.006240 4.633776 -3.667234 0.0230 0.0112 0.0145 -0.810
C 0.878541 3.513196 -3.163797 0.0268 -0.0506 -0.0591 0.043
N 0.500415 2.372376 -3.713617 -0.1199 0.1643 0.1065 0.139
C 0.268218 2.157968 -5.077852 0.0408 -0.0060 -0.0003 0.275
C -0.018375 3.144753 -6.015638 0.0197 0.0027 -0.0243 -0.395
C -0.208350 2.794580 -7.348055 -0.0001 0.0073 0.0174 -0.751
C -0.111399 1.470114 -7.744656 0.0083 -0.0155 0.0018 -0.581
C 0.166522 0.474402 -6.815915 0.0021 0.0066 -0.0294 -0.572
C 0.348368 0.801698 -5.477811 0.0308 0.0559 0.0095 -0.157
N 0.556389 -0.112181 -4.446186 -0.0185 -0.0657 0.0267 -0.230
C 1.290759 -1.206834 -4.563713 0.0377 0.0233 -0.0198 0.181
O 1.878892 -1.661329 -5.549897 -0.0545 -0.0474 -0.0079 -0.765
C 1.409931 -1.973637 -3.252971 0.0008 -0.0055 0.0504 0.039
C 1.792939 -3.308356 -3.286831 0.0281 -0.0168 -0.0171 -0.484
C 1.844152 -4.023404 -2.104862 0.0061 0.0131 -0.0175 -0.815
C 1.531419 -3.380240 -0.915348 -0.0062 0.0151 0.0693 -0.188
C 1.188356 -2.041615 -0.960378 0.0182 0.0952 -0.0873 -0.242
N 1.133513 -1.353792 -2.103082 -0.0030 -0.0794 -0.0090 0.054
C 1.262749 3.351302 -1.696530 0.0302 0.0563 0.0221 0.538
C 1.778352 4.449834 -1.019723 0.0014 -0.0176 0.0265 -0.576
C 2.181694 4.296370 0.293812 -0.0172 -0.0230 -0.0291 -0.764
C 2.047996 3.053285 0.897814 0.0216 0.0274 0.0172 -0.624
C 1.504859 2.014524 0.163916 -0.0136 -0.0892 -0.0009 -0.537
N 1.133044 2.162742 -1.106623 -0.0315 0.0402 -0.0463 0.082
H -0.061542 4.175282 -5.697417 0.0011 0.0002 0.0055 0.430
H -0.422877 3.566513 -8.077052 -0.0021 0.0021 0.0020 0.376
H -0.250199 1.204460 -8.785679 0.0010 -0.0029 0.0001 0.370
H 0.259443 -0.558854 -7.116525 -0.0075 -0.0027 0.0055 0.450
H 2.026704 -3.741930 -4.248469 -0.0105 -0.0082 0.0047 0.500
H 2.114199 -5.072122 -2.109868 -0.0048 -0.0036 0.0036 0.430
H 1.532327 -3.899760 0.034930 0.0144 -0.0092 -0.0083 0.553
H 0.921772 -1.485773 -0.069801 -0.0326 -0.0511 0.0958 0.255
H 1.850506 5.383768 -1.557514 0.0023 0.0050 0.0070 0.518
H 2.593081 5.132952 0.844695 -0.0001 0.0043 -0.0031 0.427
H 2.345914 2.892046 1.924988 -0.0027 -0.0201 0.0051 0.490
H 1.316605 1.044072 0.607348 -0.0162 0.0009 0.0204 0.787
N -1.535317 1.977911 0.336950 0.0444 0.0698 -0.0154 0.399
C -2.956630 2.295869 0.420527 -0.0102 -0.0289 0.0023 -0.555
C -3.320879 3.532160 -0.397054 -0.0121 0.0008 -0.0257 -0.773
C -3.509553 3.327140 -1.898398 -0.0467 -0.0101 -0.0293 -0.947
N -2.264761 3.052739 -2.619228 0.0659 0.0513 0.1267 -0.107
H -1.309784 1.096500 0.790890 -0.0125 -0.0044 0.0275 -0.511
H -0.982575 2.702431 0.783188 -0.0252 0.0008 0.0365 0.195
H -3.290910 2.451730 1.457810 0.0008 0.0203 -0.0053 0.333
H -3.516137 1.439031 0.040757 0.0003 -0.0130 0.0184 0.363
H -2.579581 4.324061 -0.222541 0.0203 -0.0190 -0.0073 0.273
H -4.269643 3.919174 -0.012897 0.0061 0.0151 -0.0016 0.398
H -4.017177 4.219317 -2.292247 -0.0285 -0.0242 -0.0157 0.362
H -4.183294 2.481636 -2.058314 0.0287 -0.0283 0.0198 0.408
H -1.648172 3.857336 -2.559395 0.0037 -0.0054 -0.0237 0.101
H -2.450830 2.914723 -3.607169 -0.0046 -0.0065 -0.0013 0.178
O 0.010021 -0.401637 1.645263 0.0525 -0.0314 0.0268 0.710
P 0.176462 -1.389980 2.745643 0.0494 0.0526 -0.1296 -1.730
N -0.786842 -2.702718 2.580876 -0.1467 0.0533 0.1088 0.892
C -1.750505 -2.814486 1.445749 0.0835 0.0105 -0.0223 0.103
C -2.559744 -4.050091 1.805180 0.0375 -0.0652 -0.0952 -0.475
C -2.623510 -3.984770 3.326448 -0.0257 -0.0108 0.0190 -0.803
C -1.203875 -3.568631 3.699166 -0.0250 0.0169 -0.0318 -0.587
N -0.187908 -0.777103 4.261450 0.0259 -0.0786 0.0911 0.179
C 0.786223 0.045145 4.975837 -0.0353 0.0535 -0.0556 -0.914
C 0.503969 1.466591 4.480673 0.0104 -0.0200 -0.0169 -0.096
C -1.026166 1.484764 4.300780 -0.0040 -0.0078 0.0059 -0.288
C -1.443562 -0.006134 4.304083 0.0044 -0.0187 -0.0086 -0.675
N 1.745662 -1.914021 2.828774 -0.0211 -0.0068 -0.0384 0.333
C 2.892002 -1.120567 2.408209 -0.0100 -0.0057 -0.0053 0.103
C 3.838890 -2.153733 1.800451 0.0041 -0.0062 0.0011 -0.527
C 3.554213 -3.446833 2.582778 0.0032 0.0062 -0.0029 -0.754
C 2.168175 -3.250350 3.234790 0.0000 0.0188 0.0165 -0.571
H -1.235234 -2.905224 0.491800 0.0307 -0.0099 -0.0156 -0.202
H -2.392935 -1.933453 1.382806 -0.0130 -0.0065 0.0045 0.051
H -2.018904 -4.951689 1.499231 0.0072 0.0064 0.0021 0.274
H -3.523795 -4.040743 1.301042 -0.0439 0.0357 0.0383 0.171
H -2.911337 -4.928136 3.790886 -0.0045 0.0072 0.0095 0.400
H -3.336612 -3.217756 3.639586 0.0014 0.0065 -0.0247 0.266
H -0.557863 -4.451673 3.767584 0.0136 0.0015 -0.0143 0.307
H -1.137422 -3.031612 4.645236 -0.0023 -0.0129 0.0035 0.371
H 1.801726 -0.300697 4.794930 0.0042 -0.0015 -0.0054 0.421
H 0.587294 -0.035592 6.050202 0.0090 -0.0007 0.0064 0.420
H 0.989871 1.598558 3.512282 0.0041 0.0334 -0.0067 -0.378
H 0.866883 2.240660 5.157644 -0.0064 -0.0093 0.0146 0.621
H -1.310053 1.967174 3.366334 0.0060 -0.0023 -0.0088 -0.134
H -1.515454 2.018953 5.115900 -0.0079 0.0073 -0.0081 0.343
H -2.080449 -0.264792 3.457907 -0.0103 -0.0012 0.0044 0.231
H -1.983765 -0.257479 5.220431 -0.0002 -0.0008 0.0075 0.475
H 3.368819 -0.608300 3.256152 0.0032 -0.0177 0.0127 0.540
H 2.578839 -0.365198 1.689336 0.0125 0.0224 0.0285 -0.388
H 4.881123 -1.844791 1.876563 0.0052 -0.0028 -0.0301 0.480
H 3.602733 -2.285738 0.744564 -0.0183 0.0011 0.0085 0.060
H 4.312740 -3.621010 3.346270 -0.0059 0.0182 0.0105 0.284
H 3.556681 -4.313502 1.922397 0.0229 -0.0116 0.0129 0.388
H 2.236610 -3.338632 4.325375 -0.0010 -0.0055 0.0026 0.232
H 1.441840 -3.984883 2.888756 -0.0077 0.0024 -0.0042 0.170
I -2.553469 -0.687932 -1.831408 0.3749 0.0760 0.0335 -0.217
I -5.219751 -2.435632 -0.637357 -0.0640 -0.0014 0.0648 -0.743
```
Forces are in eV/Å.

Properties
Multiplicity ... 1
Frontier orbital gap ... 6.170 eV
Electronic energy ... -84712.3052 eV
HOMO energy ... -0.1542 hartree
Charge ... -1
Lowest unoccupied orbital energy ... 0.0725 hartree

# 2
Molecular formula: C6H13ClN3O2P
Method: DFT, ωB97M-V/def2-TZVPD

```
26
Properties=species:S:1:pos:R:3:forces:R:3:mulliken_charge:R:1
N -2.588874 0.169453 1.460111 -1.5679 -0.7876 -0.0342 -0.496
P -2.229677 -0.398894 -0.110238 -3.9573 -2.9333 1.9002 0.446
N -2.562434 -2.083976 -0.208957 1.6049 0.1088 1.5253 -0.487
O -2.889648 0.315360 -1.196106 -0.0439 0.1448 -0.3473 -0.661
N -0.565459 -0.335923 0.007014 -0.6109 -0.2033 -1.1247 1.032
O -0.114560 -1.309119 0.753995 0.6791 -0.8752 1.6200 -0.806
C 0.145748 0.140558 -1.184949 0.3467 -0.3265 -0.6728 -0.257
C 1.491976 -0.448266 -1.453990 0.1870 0.7630 2.2895 -1.007
C 2.443836 -0.232321 -0.250196 1.7394 -2.2092 -2.9023 -0.648
C 2.337556 1.170603 0.235463 -0.0900 0.0219 -0.4811 -0.807
C 1.034243 1.282807 0.959712 -0.1214 2.2336 1.8468 -0.970
C -0.076415 1.031671 -0.021226 0.5319 2.6435 0.3028 0.391
Cl -1.163960 2.490409 -0.102405 0.5948 -0.9208 -0.2175 -0.139
H -3.703653 0.191661 1.592395 3.7080 -0.2640 0.0919 0.289
H -1.958918 -0.256206 2.213740 -1.7814 0.6197 -1.3111 0.305
H -2.135168 -2.787157 0.511340 -1.3056 2.0696 -2.1065 0.257
H -3.384864 -2.337792 -0.748072 0.4092 -0.0273 0.3101 0.229
H -0.423413 0.084021 -2.102019 -0.7385 0.8327 0.2547 0.462
H 1.840289 0.241723 -2.198403 0.5135 -0.5866 -1.2673 0.425
H 1.377317 -1.514931 -1.615374 0.1690 0.0393 -0.8710 0.319
H 3.514680 -0.579166 -0.697323 -2.1845 1.0729 1.4315 0.284
H 2.111407 -0.954230 0.499867 0.5019 0.2665 0.1821 0.330
H 3.153956 1.280172 0.857113 1.5941 0.7463 1.7845 0.455
H 2.434101 1.965551 -0.512484 -0.0962 -0.3456 -0.3161 0.325
H 1.002700 0.566248 1.787198 -0.1736 -0.2768 -0.3561 0.362
H 0.909227 2.307748 1.523802 0.0916 -1.8065 -1.5314 0.369
```
Forces are in eV/Å.

Properties
Multiplicity ... 1
Frontier orbital gap ... 10.044 eV
Electronic energy ... -36807.3204 eV
HOMO energy ... -0.3407 hartree
Lowest unoccupied orbital energy ... 0.0284 hartree